Record 1
Density functional theory data (wB97M-V/def2-TZVPD) for the ion C6H8ClFN3 with charge +1 at a distorted geometry.

XYZ file:
```
19
Properties=species:S:1:pos:R:3:forces:R:3:mulliken_charge:R:1
C 0.801 -1.114 -1.673 0.88 0.24 3.37 0.22
C -0.473 1.583 0.522 0.02 2.27 -2.80 -0.95
C -0.166 -0.052 -1.358 -2.58 0.19 1.09 -0.27
C 1.360 -0.336 0.354 -0.56 2.47 -0.47 0.15
C -1.059 -0.614 0.406 1.92 1.79 -1.33 -0.46
C 0.565 0.866 -0.414 0.84 0.37 2.80 0.66
N 1.604 -1.284 -0.647 0.83 -0.84 -1.76 -0.67
N -1.479 0.655 0.874 0.35 -2.78 0.31 -0.26
N 0.213 -0.976 1.158 -1.13 -3.08 1.47 -0.29
F 1.513 1.816 -0.813 -1.17 -1.23 -0.26 -0.35
Cl 0.848 -2.185 -2.929 -0.29 -0.28 -0.90 -0.08
H -0.222 2.205 1.348 1.52 -0.10 0.91 0.41
H -0.888 2.394 -0.137 0.02 -0.73 0.23 0.38
H -1.064 0.295 -1.967 1.68 -0.53 0.52 0.43
H 2.210 0.106 0.966 -1.01 -1.26 -0.61 0.45
H -1.729 -1.439 0.398 -0.73 -0.37 -0.27 0.47
H -2.374 0.886 0.552 -1.48 0.28 -0.34 0.30
H 0.293 -2.143 1.187 0.22 3.94 -0.19 0.46
H 0.048 -0.661 2.174 0.65 -0.36 -1.78 0.40
```
Forces are in eV/Å.

Results
Charge: +1
Gap between HOMO and LUMO, eV: 9.28
Highest occupied orbital energy, eV: -13.55

***

Record 2
Density functional theory data (wB97M-V/def2-TZVPD) for a structure of composition C18H35N2STl at a distorted geometry.

XYZ file:
```
57
Properties=species:S:1:pos:R:3:forces:R:3:mulliken_charge:R:1
C -0.729 3.139 -2.292 0.22 0.54 -0.77 -0.94
H -1.303 3.967 -1.900 -0.14 0.08 0.33 0.46
H 0.323 3.119 -2.015 -0.12 0.11 0.01 0.24
H -2.198 -0.659 0.610 0.49 -0.94 0.84 -0.17
C -1.147 2.610 -3.630 0.12 -0.70 -0.26 -0.01
H -0.325 2.012 -4.063 -0.36 0.06 0.28 0.27
H -2.005 1.928 -3.451 0.19 0.10 -0.43 0.24
C -1.590 3.647 -4.691 -0.12 0.40 0.14 -1.28
H -1.733 3.155 -5.667 0.15 0.09 0.45 0.35
H -2.548 4.118 -4.426 0.33 -0.11 0.02 0.34
H -0.838 4.443 -4.808 -0.25 -0.35 0.03 0.35
C 1.928 -1.170 0.994 -0.48 1.65 1.41 0.57
C 2.217 -0.913 -0.371 0.19 0.04 0.17 0.35
C 2.217 0.493 -0.563 -0.89 1.21 0.89 0.47
C 1.917 1.106 0.683 0.35 0.13 -2.54 0.04
C 1.754 0.076 1.649 0.04 -3.08 -0.21 0.92
C 1.515 0.247 3.095 0.04 0.16 0.59 -1.30
C 1.912 2.562 0.947 0.00 0.54 0.24 -1.19
C 2.613 1.201 -1.800 0.38 0.32 -0.55 -0.97
C 2.577 -1.931 -1.377 -0.04 -0.16 -0.41 -1.59
C 1.916 -2.493 1.649 0.13 -0.59 0.21 -1.46
Tl -1.318 1.212 -0.767 0.66 0.28 -0.09 0.96
H 1.462 2.787 1.923 0.12 0.06 -0.28 0.39
H 2.941 2.965 0.964 -0.35 -0.09 -0.05 0.34
H 1.357 3.126 0.179 0.26 -0.10 0.16 0.14
H 1.498 1.307 3.372 -0.03 -0.29 0.08 0.41
H 0.560 -0.205 3.406 0.23 0.09 0.01 0.15
H 2.312 -0.240 3.681 -0.29 0.15 -0.12 0.33
H 1.718 -3.292 0.923 0.05 0.07 0.20 0.36
H 2.890 -2.710 2.118 -0.30 -0.05 -0.07 0.36
H 1.155 -2.551 2.438 0.15 -0.03 -0.05 0.28
H 2.571 -1.508 -2.388 0.04 -0.21 0.20 0.38
H 3.587 -2.333 -1.192 -0.27 0.09 0.00 0.32
H 1.880 -2.781 -1.355 0.21 0.12 0.02 0.36
H 1.914 2.008 -2.061 0.31 -0.13 -0.02 0.00
H 3.614 1.657 -1.696 -0.35 -0.10 -0.13 0.31
H 2.657 0.509 -2.651 0.01 0.30 0.13 0.31
C -2.132 -3.940 0.213 0.54 -0.51 -0.09 -1.01
N -3.031 -3.583 1.316 0.14 1.68 0.41 0.11
C -4.390 -4.127 1.224 -0.36 -0.55 0.28 -1.08
C -2.809 -2.439 1.983 -1.41 -0.35 -0.32 0.03
S -1.430 -1.432 1.485 -0.11 0.64 -0.58 0.14
N -3.644 -1.950 2.918 1.14 -0.50 -0.58 0.17
C -4.300 -2.794 3.920 -0.66 -0.30 0.20 -1.14
C -3.644 -0.508 3.162 0.16 0.46 0.17 -0.96
H -2.414 -4.938 -0.116 0.17 0.06 0.01 0.45
H -1.092 -3.951 0.556 -0.31 -0.09 -0.17 0.35
H -2.222 -3.242 -0.632 -0.09 -0.18 0.27 0.38
H -4.585 -4.826 2.050 -0.07 0.23 -0.33 0.32
H -5.145 -3.326 1.223 0.36 -0.21 0.06 0.36
H -4.445 -4.682 0.283 -0.13 0.16 0.29 0.46
H -4.155 -2.332 4.908 0.05 -0.16 -0.36 0.47
H -5.383 -2.852 3.727 0.37 -0.08 0.12 0.36
H -3.864 -3.801 3.934 -0.11 0.39 -0.05 0.39
H -2.695 -0.175 3.601 -0.28 -0.10 0.02 0.34
H -3.795 0.040 2.221 -0.10 -0.18 0.36 0.33
H -4.459 -0.273 3.848 0.07 -0.07 -0.14 0.45
```
Forces are in eV/Å.

Results
Charge: +2
Gap between HOMO and LUMO (alpha / beta), eV: 4.56 / 5.55
Highest occupied orbital energy (alpha / beta), eV: -12.54 / -12.42

***

Record 3
Density functional theory data (wB97M-V/def2-TZVPD) for a structure of composition C4H8O.

XYZ file:
```
13
Properties=species:S:1:pos:R:3:forces:R:3:mulliken_charge:R:1
C 1.651 -0.246 -0.036 0.01 0.00 0.01 -1.37
C 0.261 0.306 -0.264 0.11 -0.15 -0.13 0.35
C -0.900 -0.688 -0.063 0.07 -0.15 -0.15 -0.66
C -1.481 1.100 0.706 -0.10 0.13 -0.15 -0.55
O -0.089 1.257 0.729 0.07 0.08 0.06 -0.28
H 2.399 0.546 -0.125 -0.10 -0.10 0.00 0.33
H 1.722 -0.681 0.966 -0.01 0.05 -0.14 0.34
H 1.874 -1.022 -0.778 -0.04 0.11 0.09 0.37
H 0.179 0.766 -1.264 -0.01 -0.04 0.15 0.28
H -1.433 -1.030 -0.951 0.08 0.07 0.13 0.34
H -0.643 -1.524 0.597 -0.06 0.13 -0.04 0.36
H -1.697 -0.158 0.791 -0.04 -0.11 0.05 0.30
H -1.844 1.373 -0.309 0.03 -0.03 0.12 0.20
```
Forces are in eV/Å.

Results
Gap between HOMO and LUMO, eV: 9.10
Highest occupied orbital energy, eV: -8.25

***

Energy relative to the best compared isomer or geometry (same formula, charge and spin) readings, ordered: 1.089, 0.000, 4.762 eV
Total energy readings, ordered: -26051.96475, -37724.28461, -6320.40583 eV